1.
{"formula": "C8H18N2O4S2", "method": "ωB97M-V/def2-TZVPD", "multiplicity": 1, "energy_ha": -1522.428968, "homo_energy_ev": -8.205, "de_lowest_kcal_mol": 37.35, "smiles": "CN(C)CCNC(=O)OCCSS(C)(=O)=O", "gap_ev": 8.59, "elements": ["C", "N", "C", "C", "C", "N", "C", "O", "O", "C", "C", "S", "S", "C", "O", "O", "H", "H", "H", "H", "H", "H", "H", "H", "H", "H", "H", "H", "H", "H", "H", "H", "H", "H"], "coordinates": [[-2.762476, -1.506009, -3.191006], [-2.128310, -0.182738, -3.361636], [-2.684890, 0.951715, -2.570717], [-0.791714, -0.043951, -3.961272], [0.317119, -0.838857, -3.235828], [0.357966, -0.477719, -1.830529], [1.388310, -0.833634, -0.974561], [2.428075, -1.249770, -1.441169], [1.075844, -0.701327, 0.349503], [2.173309, -0.910237, 1.281576], [1.793358, -0.634843, 2.715926], [1.513320, 1.163705, 3.009530], [1.206346, 1.081621, 5.070873], [0.639369, 2.700029, 5.569266], [0.197524, 0.022311, 5.323605], [2.477328, 0.710039, 5.750291], [-3.820614, -1.472457, -3.415338], [-2.356939, -2.165826, -3.980635], [-2.606247, -1.912284, -2.207661], [-2.350330, 1.907427, -2.961063], [-3.782607, 0.931702, -2.604700], [-2.385229, 0.878512, -1.539707], [-0.506789, 0.994866, -3.979861], [-0.817856, -0.359818, -5.012340], [0.126821, -1.893910, -3.318692], [1.290198, -0.617072, -3.683731], [-0.513489, -0.228230, -1.340611], [2.991434, -0.231450, 0.951106], [2.535638, -1.949039, 1.255098], [0.878352, -1.195707, 2.937838], [2.594318, -0.981927, 3.427016], [1.205616, 3.483409, 5.033523], [-0.424635, 2.773559, 5.271482], [0.741883, 2.787911, 6.664426]], "forces_ev_per_a": [[1.155, 1.088, -1.419], [-0.559, 0.885, -0.050], [0.204, -1.470, -0.979], [-0.504, -1.014, 0.625], [-0.076, 0.730, 0.044], [-0.618, 0.598, 2.495], [-0.325, -0.374, -1.911], [0.220, 0.072, 1.089], [0.152, -0.013, 0.146], [1.115, 0.622, -0.849], [-0.338, -0.266, 0.900], [-0.097, 0.278, -0.290], [1.168, -4.557, 2.337], [-0.546, 0.426, -0.584], [0.621, 2.379, -0.697], [-1.679, 1.782, -1.344], [-0.405, 0.300, 0.191], [0.059, 0.071, 0.597], [0.095, -0.494, 0.539], [0.113, 0.020, -0.159], [0.231, -0.048, -0.062], [0.062, 0.167, 0.829], [-0.102, 0.498, 0.167], [0.048, -0.173, 0.104], [-0.021, -0.649, -0.229], [-0.127, -0.106, 0.054], [0.614, -0.268, -0.771], [-0.315, -0.626, 0.245], [-0.205, 0.308, -0.323], [0.099, 0.300, 0.191], [-0.662, 0.366, -0.900], [-0.062, -0.470, 0.379], [0.565, -0.120, 0.208], [0.120, -0.243, -0.574]]}

2.
{"formula": "C8H18N2S", "method": "ωB97M-V/def2-TZVPD", "multiplicity": 1, "energy_ha": -823.256987, "homo_energy_ev": -8.111, "de_lowest_kcal_mol": 0.00, "smiles": "C=C(SC[C@@H](C)NN)C(C)C", "gap_ev": 9.07, "elements": ["C", "C", "S", "C", "C", "C", "N", "N", "C", "C", "C", "H", "H", "H", "H", "H", "H", "H", "H", "H", "H", "H", "H", "H", "H", "H", "H", "H", "H"], "coordinates": [[0.309018, -1.406173, -1.998937], [-0.486837, -1.126344, -0.979932], [-1.547500, 0.302351, -1.122484], [-1.105416, 1.302588, 0.338782], [0.007256, 2.329076, 0.073126], [-0.298389, 3.620785, 0.827061], [1.292906, 1.771961, 0.492404], [2.015934, 1.263100, -0.615058], [-0.650803, -1.979138, 0.249878], [-1.483626, -3.222501, -0.080603], [0.708956, -2.353865, 0.840987], [0.921481, -2.292552, -2.019635], [0.378598, -0.762243, -2.853615], [-0.805368, 0.632827, 1.141275], [-2.028375, 1.811349, 0.615990], [0.043228, 2.533672, -1.007665], [-1.209226, 4.070968, 0.441317], [0.510988, 4.342345, 0.717501], [-0.435962, 3.406803, 1.885121], [1.819483, 2.471877, 1.021146], [2.724435, 0.619879, -0.281511], [2.465087, 1.997227, -1.169417], [-1.205063, -1.412402, 1.004551], [-1.001654, -3.820330, -0.850027], [-2.466212, -2.929713, -0.443763], [-1.606754, -3.833775, 0.811107], [1.246879, -3.024067, 0.175524], [0.580667, -2.856420, 1.798216], [1.306272, -1.457285, 0.988663]], "forces_ev_per_a": [[0.017, -0.158, 0.013], [-0.259, 0.617, 0.000], [-0.095, -0.151, 0.072], [-0.110, -0.090, -0.631], [-0.116, -0.090, 0.062], [0.201, -0.233, -0.090], [0.275, 0.392, 0.273], [0.290, 0.015, -0.170], [0.155, -0.308, 0.083], [0.019, 0.221, 0.146], [-0.236, 0.065, 0.012], [0.074, -0.272, 0.074], [0.004, 0.265, -0.183], [-0.030, 0.104, 0.121], [-0.055, -0.048, 0.046], [-0.021, 0.020, 0.214], [-0.093, 0.033, 0.025], [0.041, 0.055, -0.006], [-0.027, 0.065, 0.169], [-0.088, -0.166, -0.357], [-0.114, 0.055, -0.059], [-0.066, -0.134, 0.264], [0.056, 0.019, -0.103], [0.103, -0.060, -0.075], [-0.108, -0.024, -0.038], [-0.067, -0.110, 0.070], [0.108, -0.082, -0.075], [0.026, -0.062, 0.073], [0.117, 0.060, 0.068]]}

3.
{"formula": "C8H18N3", "method": "ωB97M-V/def2-TZVPD", "total_charge": 1, "multiplicity": 1, "energy_ha": -479.495134, "homo_energy_ev": -12.967, "de_lowest_kcal_mol": 82.97, "smiles": "C=CCC/C=[N+](/C)CN(C)N", "gap_ev": 8.71, "elements": ["C", "C", "C", "C", "C", "N", "C", "C", "N", "C", "N", "H", "H", "H", "H", "H", "H", "H", "H", "H", "H", "H", "H", "H", "H", "H", "H", "H", "H"], "coordinates": [[3.975441, 0.953616, 0.789008], [3.538846, 0.734092, -0.411491], [2.518963, -0.423607, -0.654724], [1.159012, -0.127952, -0.002589], [0.248776, -1.237081, 0.242504], [-1.034189, -1.189633, 0.585454], [-1.732179, -2.340997, 0.677927], [-1.628655, 0.082407, 0.734459], [-1.394467, 0.738902, -0.503198], [-1.617960, 2.198618, -0.561071], [-2.268050, 0.071005, -1.463398], [4.728216, 1.773984, 0.846000], [3.570664, 0.461426, 1.635719], [3.914347, 1.340439, -1.246399], [2.945726, -1.333745, -0.184764], [2.256682, -0.733281, -1.717727], [1.255307, 0.475309, 0.875522], [0.553245, 0.579159, -0.558812], [0.571552, -2.173182, -0.227468], [-1.250147, -3.161839, 0.255737], [-2.277393, -2.563150, 1.719291], [-2.491099, -2.049584, 0.046285], [-1.205434, 0.699605, 1.577073], [-2.655991, 0.111684, 0.934926], [-2.621994, 2.608330, -0.229833], [-1.014148, 2.763985, 0.114057], [-1.347226, 2.540811, -1.524160], [-2.151145, 0.349960, -2.424901], [-3.193656, 0.441066, -1.371415]], "forces_ev_per_a": [[1.472, 2.125, 0.207], [-1.411, -1.345, -2.342], [-0.273, -0.644, -0.435], [0.188, 0.457, 0.229], [-1.270, -0.268, -1.272], [6.832, 1.534, 0.776], [-4.142, -2.024, 3.010], [0.932, 3.034, 0.937], [-1.543, 1.904, -2.367], [-1.084, 0.030, 1.623], [0.078, -0.327, 0.417], [-0.685, -0.841, 0.700], [0.118, -0.432, 0.870], [-0.264, -0.521, 0.211], [-0.150, 0.432, -0.247], [0.937, 0.765, 1.026], [0.305, 0.267, 1.146], [0.023, 0.072, -0.706], [-0.131, -0.253, 0.964], [0.928, -1.391, -0.235], [1.697, 0.515, -2.028], [-2.740, -0.648, -1.573], [0.139, -0.772, -0.778], [-1.780, -1.064, 0.520], [0.391, -1.036, -0.817], [1.143, -0.099, 0.666], [-0.073, 0.256, -1.111], [1.472, 0.099, -0.296], [-1.109, 0.175, 0.907]]}

4.
{"formula": "C8H18N3O", "method": "ωB97M-V/def2-TZVPD", "total_charge": 1, "multiplicity": 1, "energy_ha": -554.786856, "homo_energy_ev": -13.597, "de_lowest_kcal_mol": 20.18, "gap_ev": 9.32, "elements": ["C", "C", "C", "C", "C", "C", "C", "C", "N", "N", "N", "O", "H", "H", "H", "H", "H", "H", "H", "H", "H", "H", "H", "H", "H", "H", "H", "H", "H", "H"], "coordinates": [[1.998866, -0.515241, -1.936916], [2.632206, -0.765214, -0.530357], [0.492578, -0.429127, -0.487834], [-1.993135, -2.302705, 0.637769], [-2.223390, 2.217175, -0.206226], [-1.992525, -1.020423, -0.256736], [-1.060103, 1.342750, -0.651010], [-0.807039, -0.048079, 0.122101], [0.781251, -0.436015, -1.863655], [1.544898, -0.604408, 0.314735], [1.490820, -0.944165, 1.611484], [2.285068, 1.880466, 0.952095], [2.372950, -0.884845, -2.864587], [3.072421, -1.729417, -0.495276], [3.370955, -0.023645, -0.189561], [-0.953622, -2.625255, 0.756065], [-2.242475, -2.092804, 1.629790], [-2.694874, -3.060733, 0.195101], [-3.111714, 1.611996, -0.249290], [-2.334260, 3.023776, -0.798085], [-2.186509, 2.652764, 0.724210], [-3.050342, -0.533726, -0.221750], [-1.905701, -1.140566, -1.359395], [-0.124309, 1.855886, -0.588191], [-1.310790, 1.087748, -1.695051], [-0.682404, 0.137529, 1.203801], [0.948323, -0.340453, 2.279644], [2.488465, -1.029976, 1.930746], [2.380045, 2.475690, 1.787667], [2.814354, 2.241020, 0.248701]], "forces_ev_per_a": [[3.975, -2.378, 1.229], [2.385, 1.858, -1.498], [-0.761, 0.374, 2.561], [0.371, 0.092, -2.700], [0.275, -3.409, 0.469], [-1.057, 0.632, 0.351], [-0.592, -0.702, 0.292], [-1.843, 1.079, -1.611], [-4.262, 0.834, 1.850], [-4.143, -0.111, -3.393], [1.795, -0.344, 2.864], [-0.295, 0.930, 2.718], [1.230, 0.584, -0.624], [0.416, -1.115, -0.014], [0.247, -0.257, -0.503], [-0.135, -0.669, -0.533], [-1.007, 0.599, 1.490], [0.994, 0.476, 0.641], [-0.603, 0.002, -0.047], [-0.343, 2.495, -2.645], [0.516, 0.494, 2.622], [2.016, -0.380, 0.473], [0.238, -0.723, 0.698], [0.558, 0.719, -0.285], [0.638, -0.036, 0.323], [-0.262, -0.214, -0.526], [0.798, -0.377, -1.487], [-1.534, 0.164, -0.039], [-0.020, -1.360, -2.556], [0.402, 0.743, -0.119]]}